Entry 1:
11
Properties=species:S:1:pos:R:3 method="wB97M-V/def2-TZVPD" gap_ev=10.966 e_homo_ev=-10.67 e_above_lowest_kcal_mol=55.2 multiplicity=1 e_lumo_ev=0.30
C -0.1354 -0.3937 -1.3590
H -1.3633 0.2010 0.3090
H -1.0430 -1.8628 1.5800
C -0.3051 2.5062 0.2405
O -0.1531 2.2472 1.3360
C -0.7700 -0.6155 -0.0882
H 2.1321 0.9443 -0.0152
N 0.4178 -0.1988 -2.3578
H 1.8472 1.4874 -0.4323
C -0.6030 -1.7455 0.5951
H -0.0241 -2.5697 0.1918

Entry 2:
48
Properties=species:S:1:pos:R:3 method="wB97M-V/def2-TZVPD" charge=+2 gap_ev="8.267 / 6.220" e_homo_ev="-13.87 / -15.69" s2=6.0134 multiplicity=5 e_lumo_ev="-5.60 / -9.47"
H 0.9527 2.0460 1.7166
H -0.7237 1.9537 -2.6618
H -1.1306 -4.2048 -0.1350
C -1.0799 -1.8657 4.2165
H 1.2693 -3.4058 1.1774
H 0.6427 0.6977 -6.6457
H -0.2414 -1.7878 -2.4684
H -0.7017 2.4664 3.0281
C 0.9313 -0.0108 -4.6769
H 1.4134 -2.0774 -1.8816
H 1.8963 2.2629 0.2062
Cl -0.7937 -0.2572 -4.2836
C -1.0989 0.4167 3.2518
P -0.4236 1.9512 -0.2916
N -0.5598 1.6199 3.5797
C 0.3653 -2.3696 -1.7679
H -2.0358 3.1748 1.0781
H -2.6993 2.6692 -0.5113
C 1.1700 -0.1249 -6.1424
H -0.8913 -2.2741 5.2124
H 0.7970 -1.0957 -6.4890
C 0.0376 2.3509 -1.9878
H 0.9070 3.6138 0.8442
H 0.5798 -0.3510 5.9275
C 0.1999 1.4914 4.7411
Cl -3.0853 -0.2685 -1.4241
O 1.7486 0.2283 -3.8132
C 0.1292 0.1889 5.1128
H -2.4007 -2.9355 -0.1552
H -1.5807 4.0686 -0.4114
H 0.2303 -3.4416 -1.9603
C -1.8269 3.0864 0.0047
H -0.5007 -2.4366 3.4816
C -1.4516 -3.2489 0.2915
H -1.5555 -3.3412 1.3800
C 1.2254 -2.3268 0.9739
P -0.1977 -1.9727 -0.0938
S -2.2158 0.0176 2.0093
C 0.9675 2.5221 0.7280
Ir -1.2767 -0.0522 0.0471
H 2.2446 -0.0484 -6.3310
N -0.7110 -0.4540 4.2074
H 0.7050 2.3207 5.1968
H 0.9909 1.8747 -2.2362
H 0.0979 3.4403 -2.0876
H -2.1403 -1.9618 3.9733
H 2.1283 -2.0164 0.4387
H 1.1400 -1.7701 1.9125

Entry 3:
65
Properties=species:S:1:pos:R:3 method="wB97M-V/def2-TZVPD" charge=-2 gap_ev=8.423 e_homo_ev=-4.91 e_above_lowest_kcal_mol=229.7 multiplicity=1 e_lumo_ev=3.51
H -4.6427 -1.4346 -1.2792
C 2.4798 0.3281 0.6518
O 1.1678 3.5624 -1.0164
O 2.0225 -3.2696 -1.5504
O -1.6024 2.1644 3.7643
O -3.9648 -1.7860 -1.5382
B -1.4608 1.7102 2.2967
O 0.6206 -0.8544 0.5103
O -2.8478 -1.0649 0.9327
O -1.5667 1.0922 -5.1258
O -0.6760 -2.6398 -5.7979
C -0.3092 -0.5283 -2.5426
H -3.9627 0.7370 -3.0642
H -0.0046 -1.9858 1.4303
H 4.3700 3.3671 -0.1265
O -0.3570 -3.9527 -0.0613
H -4.1552 2.7185 -1.1330
H 0.4461 -3.6080 -0.3598
O -0.1872 2.8714 5.2354
O -0.4979 -0.8617 -3.6642
H 1.3885 -0.8145 3.5696
C -3.0359 1.3015 0.8762
O -2.4180 2.2867 1.3504
O -3.8957 1.4743 0.0157
O 1.4979 -0.9483 2.4845
O 0.7886 -0.8764 -1.9611
O -2.0744 0.9215 -2.2090
H -4.9918 3.9808 -1.5167
O -4.2593 3.4229 -1.8484
H 2.1846 -1.0610 4.7571
H -3.3145 -1.4146 -0.8409
H 1.6586 -3.7986 -2.1140
C -0.5071 2.7129 4.0686
H -0.9124 0.4177 -4.9142
H -0.7179 -2.2139 -4.8813
C 0.4216 2.6398 2.9789
O -0.0926 2.0842 1.9815
O 3.3503 -3.2726 3.2531
O -4.5368 0.1635 -3.5216
H 2.5366 -3.8355 3.5116
H 4.4682 2.3781 0.9106
O 1.3853 -0.4990 4.4926
O 3.6128 0.6260 1.0238
H -1.3905 1.6523 -4.3624
O -0.4201 0.8101 -0.8202
O 5.9232 -0.3956 1.9767
C -2.6463 0.0916 1.3893
H 5.0708 0.0923 1.8172
H -4.4644 -0.6857 -3.2283
H 2.2421 -2.5991 -2.1729
O -1.6246 0.2644 2.1868
O 4.4762 3.3022 0.7574
H 5.8054 -1.1581 1.3348
H 0.4146 -3.0575 2.5253
H 1.4505 4.3486 -0.5579
H 3.4930 -2.9438 2.2919
H -0.5509 -3.7910 0.8986
O -0.3018 -2.5843 2.2216
H -1.3372 -2.1396 -6.1748
O 2.0312 0.6922 -0.4225
B 0.7421 -0.1341 -0.7205
C -1.0787 0.4439 -1.7964
C 1.5557 -0.6306 1.2667
H 1.6768 2.9516 -0.4105
O 1.5243 3.2290 2.9707

Entry 4:
20
Properties=species:S:1:pos:R:3 method="wB97M-V/def2-TZVPD" gap_ev=10.094 e_homo_ev=-9.51 smiles="C#C[C@H](O)[C@](C)(O)C(C)=O" e_above_lowest_kcal_mol=56.1 multiplicity=1 e_lumo_ev=0.58
C -0.6484 0.1562 -0.0887
C -1.9136 0.8883 0.3487
C 1.2006 -1.3631 0.4887
O -0.8395 -0.2266 -1.4503
H -0.3936 -0.8464 1.8562
C 2.2589 -1.9188 0.3484
C -0.3369 -1.0666 0.7865
H -0.7775 -2.9443 0.8796
H 0.9007 1.2938 -2.0002
H 1.0498 2.7642 -1.0366
H 2.3354 1.5233 -0.9876
O 0.8456 1.4981 1.2919
C 0.6017 1.0593 0.1564
H -2.7812 0.2223 0.3094
H -1.8175 1.2880 1.3622
H -0.8992 -1.2011 -1.4747
O -1.1394 -2.1619 0.4275
H -2.1033 1.7319 -0.3240
C 1.2582 1.6915 -1.0508
H 3.1993 -2.3883 0.1575

Entry 5:
22
Properties=species:S:1:pos:R:3 method="wB97M-V/def2-TZVPD" gap_ev="5.247 / 9.529" e_homo_ev="-4.65 / -8.97" s2=0.7534 e_above_lowest_kcal_mol=16.2 multiplicity=2 e_lumo_ev="0.60 / 0.56"
H 0.6052 -0.4590 2.1447
H 0.1957 1.3038 -0.8157
O -2.7777 1.8047 1.3513
H -3.0984 0.3224 -0.4504
H -3.3888 0.4224 -1.9481
H -2.7960 2.7286 1.5528
H -2.0971 -1.8556 -0.7254
H 2.5197 0.6720 2.6405
H 3.0733 0.9264 0.8908
O 3.6397 0.3156 -1.2913
C 2.3301 0.5642 1.5755
C 0.2313 0.2320 -0.9435
H -3.2514 1.3913 2.0701
O -2.7672 0.0354 -1.3078
C 1.1928 -0.0698 1.3142
H 3.9394 -0.0153 -2.1363
H 0.9777 -1.4807 -0.1370
H -0.2112 -0.1919 -1.8229
H 4.4694 0.4226 -0.8332
O -1.4652 -2.4175 -0.2380
H -1.9616 -3.2293 -0.3493
N 0.7834 -0.5150 0.0337

Entry 6:
64
Properties=species:S:1:pos:R:3 method="wB97M-V/def2-TZVPD" charge=+1 gap_ev="8.032 / 3.403" e_homo_ev="-10.69 / -10.69" s2=0.7551 multiplicity=2 e_lumo_ev="-2.66 / -7.29"
H -3.7736 0.4540 0.6825
C -3.1234 0.1960 -1.3352
H 3.1957 -1.7798 -0.5539
H 0.1996 0.2043 -0.1609
H -0.3257 3.2385 -1.2395
H 2.1615 -0.7315 2.4438
C 2.2301 0.3560 2.4740
O 4.8029 -2.9896 0.1635
C -2.4251 -1.0894 -0.8126
H -3.0654 4.4743 -2.4806
C 2.5388 -3.8422 -0.0900
H 5.7660 -1.4042 0.9093
H 3.5896 -0.2536 4.6873
H 4.2779 1.1998 3.8712
H -1.0020 3.4728 0.2733
H 2.0933 -3.2856 -2.0117
C -3.6877 2.9934 -0.1824
C 3.4407 -2.5952 0.1267
H -1.1757 0.9590 1.4689
H 3.4737 -4.1021 -1.8773
H 6.8041 -2.4340 -0.0074
H -5.1907 2.0221 -1.4810
H -0.5464 0.8840 3.1663
H -0.6548 -0.5273 2.0673
H 2.7700 -5.1305 1.6744
H -3.0802 -1.9213 -1.0710
H -3.9936 -1.0539 -2.8780
C -0.4280 0.5364 2.1400
H -1.3868 -1.3319 -1.0392
H 5.6960 -1.4039 -0.8822
C -2.4549 2.7316 -1.1961
N 1.0928 0.4669 0.2307
O 2.1510 0.9217 3.7983
H 4.0897 -5.3836 0.4176
C 3.4430 0.7993 4.4462
C -3.7387 0.0017 -2.7838
C -4.2394 0.5557 -0.2977
C 0.9705 0.8995 1.6496
C 3.0359 -5.1910 0.6191
H -1.4473 1.1725 -2.9907
H -2.0215 3.4120 -3.3278
C -4.7527 1.9783 -0.4838
H -4.5780 0.6588 -3.0116
H -2.9219 0.2786 -3.4504
C -2.8199 3.4175 -2.5859
H -4.1910 3.9467 -0.3433
H 3.3710 1.5404 5.2422
C 5.7956 -2.0208 0.0109
H 1.6130 1.0458 -0.4129
H -3.6551 2.9073 -3.0658
H -5.0553 -0.1490 -0.4582
H 2.5554 -6.1123 0.2897
H -3.4959 3.0791 0.8872
H 1.5567 -3.6648 0.3483
H -2.3049 -1.1235 0.2702
N 2.5158 -4.0829 -1.5579
O -1.0351 0.9249 -2.1599
H 1.1693 1.9712 1.6529
N -2.0519 1.2776 -1.3013
H -5.5338 2.1036 0.2660
H -1.3345 4.6204 -1.0015
H 3.2077 -2.2053 1.1176
C -1.2629 3.5551 -0.7818
H 3.1467 0.5526 1.9178

Entry 7:
23
Properties=species:S:1:pos:R:3 method="wB97M-V/def2-TZVPD" charge=+1 gap_ev=8.432 e_homo_ev=-11.48 e_above_lowest_kcal_mol=44.7 multiplicity=1 e_lumo_ev=-3.05
N -0.8941 0.0584 -1.0757
H 0.0479 0.0528 -1.4729
H 3.7919 -0.9279 0.8999
H 1.3836 1.5777 0.6626
O -1.1048 0.9546 -3.5150
H -0.4602 -1.9124 -0.2173
H -1.5121 -0.1193 -1.8538
C -0.3299 0.6143 1.7379
H -2.2100 -0.4164 1.6868
H -0.9728 1.4469 1.4160
C -1.1586 -0.5928 1.3910
C 1.7635 -0.4240 1.1619
C -1.1826 -1.0630 -0.1183
H -0.8835 0.9707 -0.6224
H -0.2142 1.2101 -3.7671
H -0.8498 -1.5703 1.9674
N 3.0387 -0.3214 0.6307
C 0.9752 0.6682 1.0125
H -2.1622 -1.4225 -0.3745
H -0.2985 0.7676 2.8343
H 1.5003 -1.4186 1.4135
H 3.4525 0.5512 0.3627
H -1.7204 1.3160 -4.1603

Entry 8:
80
Properties=species:S:1:pos:R:3 method="wB97M-V/def2-TZVPD" gap_ev=8.266 e_homo_ev=-8.41 multiplicity=1 e_lumo_ev=-0.15
O 0.8441 -27.0470 1.9786
H 0.1140 -19.9850 2.2704
C 4.9331 -22.3608 -1.7967
H -1.0338 -18.7135 -0.1266
H 4.1054 -21.2708 2.0650
C 2.0559 -23.2908 1.7999
O 4.8591 -20.3459 2.5762
H -3.2882 -21.3983 2.2556
O -0.2281 -23.5986 2.9092
H 6.3008 -22.1227 -4.0946
H -1.0348 -20.9165 2.9109
H 0.8425 -23.3046 4.7689
H 3.1134 -23.0448 1.8961
H -0.1928 -26.3552 0.9797
O 5.7961 -23.1970 -2.4312
O -2.3418 -23.6714 3.7418
C 2.7839 -20.2329 0.9848
C -0.1471 -27.3020 3.0010
C 4.6762 -21.6486 3.0324
O 3.2551 -21.4103 1.6417
O -1.0136 -18.9098 0.8129
H 2.1264 -22.1973 -1.3044
O 4.9866 -21.1410 -1.8235
H 2.4978 -20.4158 -0.0509
H -1.0443 -27.8246 2.6692
H 0.3418 -27.9316 3.7444
H 7.4107 -21.8896 -2.7485
H 1.7352 -23.3210 0.7586
O -0.9814 -21.1591 6.8193
C -2.9799 -22.1321 1.5110
H -2.9598 -21.6779 0.5204
O -1.1065 -24.7892 -1.0762
H 3.7264 -21.8421 3.5310
H 3.1536 -22.1964 6.2877
H 7.4805 -23.4221 -3.6521
H 3.9955 -24.7807 1.3420
H -3.7390 -22.9113 1.4419
O -1.6912 -22.6528 1.8070
H -1.4329 -19.8272 4.2261
H 4.6699 -22.2697 2.1368
O 3.9801 -23.0990 -1.2105
O -0.1386 -21.4829 4.6740
O 1.8672 -25.3826 3.0259
C -1.4989 -23.3659 2.9024
C -1.2285 -20.8698 3.9825
H -0.2396 -24.8787 1.9388
H -1.7920 -25.4459 1.2268
H 0.8623 -19.6213 0.6393
H 2.3331 -23.2789 -0.0476
H -2.2022 -21.3101 4.1975
H 1.1270 -24.8146 3.9167
H 1.9488 -22.9310 5.1296
O 0.6284 -23.9275 -0.0105
C 2.8820 -22.5026 -0.5806
H -0.2561 -24.5468 4.8670
H 3.5147 -19.4281 1.0644
H 4.2505 -25.9925 0.1172
C 2.2463 -22.0519 5.7012
H 1.6298 -24.1282 2.3524
H 4.8796 -19.7217 3.3053
C 0.3762 -24.0535 4.1288
H 5.4669 -22.0740 3.6504
O 1.1286 -21.7127 6.4935
C 6.8228 -22.6339 -3.2857
H 4.7083 -26.3671 1.8111
O 2.7520 -26.5280 1.2853
H 2.4769 -21.1947 5.0686
O 1.3915 -21.9414 3.5542
H 3.1159 -21.7277 0.1495
H -0.4696 -26.3294 3.3727
C -0.0807 -21.4425 6.0273
C 3.9920 -25.8566 1.1673
C -0.0378 -19.8823 1.1959
O 0.7576 -21.3996 1.5096
C -0.7094 -25.4039 1.1072
N 1.3708 -22.1160 2.3345
H 1.8973 -19.8907 1.5187
H -0.3224 -20.8428 0.7663
N -0.3838 -24.6389 -0.0848
C 1.8223 -26.2165 2.1639

Entry 9:
77
Properties=species:S:1:pos:R:3 method="wB97M-V/def2-TZVPD" charge=+1 gap_ev=8.747 e_homo_ev=-10.93 multiplicity=1 e_lumo_ev=-2.18
C 3.8984 -3.0018 0.5903
C -1.0342 0.6983 1.2023
F 3.8001 0.1188 -2.3937
C -1.2707 2.2615 1.3798
C -1.1690 -7.0861 0.8940
F -4.9188 -0.6234 -0.4911
H -3.8091 5.0856 -5.0576
H 4.6533 -3.5433 2.5643
C 2.5407 0.1880 -2.0431
F 0.3217 0.4713 1.1745
F -3.7309 0.7737 0.7703
C -2.5348 -6.8832 0.7530
F -0.1746 -3.9354 2.3511
C -4.8637 6.1449 -3.5333
H 0.4587 2.0493 -0.6468
C 4.0016 -1.8126 -0.3858
H 1.7063 -3.0361 0.4257
H 5.8990 -3.4992 1.3130
C -1.5341 0.0117 -0.1333
H -4.4911 3.0253 -1.3473
C -4.5927 3.9054 -1.9655
F -3.5073 0.8073 -1.4386
H 3.1727 -0.6165 1.2154
Br 5.2799 0.8184 2.1572
S -3.4011 -0.3215 -0.3377
H 0.6763 4.4982 0.4857
H 4.1387 2.2428 -1.1133
C -4.2016 5.0490 -4.0507
C -5.3960 6.1583 -2.2588
F 1.8877 -0.8547 -2.4862
H 2.3098 1.3790 1.1607
H 2.3091 -2.4150 2.0011
C -0.0397 3.0827 1.8832
C -0.9568 -4.9114 1.8259
C -2.3107 -4.6802 1.7037
H 5.2811 -1.9933 1.9794
H 1.5243 -0.2459 -0.3251
H 0.7023 -6.2348 1.5607
C -5.2557 5.0227 -1.4741
F -0.5627 4.2014 2.4277
C -4.0687 3.9226 -3.2510
C 1.0077 3.5267 0.8630
H -5.6701 5.0123 -0.4743
F -4.9956 7.2417 -4.3020
F -1.6689 2.8157 0.2124
N 2.4157 0.2227 -0.5317
F -3.0698 -1.3845 -1.4522
H -4.1670 -5.5240 1.0566
H 4.1773 2.8266 0.5745
H -0.7252 -8.0239 0.5871
H -5.9071 7.0410 -1.8999
H 3.3595 -2.0535 -1.2392
H 5.0191 -1.7302 -0.7884
F -1.5038 0.0624 2.2454
F 0.5267 2.3657 2.8802
C 3.9129 1.9873 -0.0702
C -3.1016 -5.6827 1.1589
C 3.5725 -0.4560 0.2091
H 4.0607 -3.8883 -0.0393
C -0.3629 -6.0940 1.4361
H -2.7306 -3.7425 2.0394
H 1.6476 3.1942 -1.1767
C 4.9901 -3.0019 1.6730
C 1.3414 2.5975 -0.3122
H -3.1574 -7.6616 0.3335
F -1.0938 0.7247 -1.1690
C 2.4902 -3.1313 1.1893
H 1.9133 3.7163 1.4562
F -0.9078 -1.1591 -0.1891
F -2.2456 2.4071 2.2738
H 2.3794 -4.1264 1.6338
C 2.4391 1.6186 0.0956
F 2.0123 1.2725 -2.5558
F -3.2912 -1.4294 0.7897
H -3.5556 3.0517 -3.6400
H 5.5211 0.4959 -0.2754
C 4.6301 0.6871 0.3217